[1]
16
Properties=species:S:1:pos:R:3:forces:R:3 method="wB97M-V/def2-TZVPD" lumo_ev=-4.8 homo_energy_ev=-12.875 gap_ev=8.03 e_above_lowest_kcal_mol=91.7 e_tot_ha=-250.8591 charge=+1
C -3.112 -0.006 -0.923 1.5 -1.6 -1.2
C -1.854 0.283 -0.165 -0.8 0.2 1.6
C -2.031 -0.547 -1.417 -0.6 -0.9 -1.0
C 1.790 1.067 0.639 0.4 0.4 -0.1
C 0.852 -1.167 0.333 0.0 -0.1 -0.3
N 1.477 -0.301 0.973 1.2 0.8 1.3
H -4.153 -0.039 -1.133 -0.6 0.6 0.4
H -1.526 1.289 -0.282 0.6 0.9 0.0
H -1.665 -1.198 -2.300 -0.4 1.3 2.0
H 2.885 1.009 0.510 -0.5 0.6 -0.7
H 1.180 1.417 -0.207 0.6 -0.2 0.2
H 1.650 1.698 1.512 -0.3 0.0 0.0
H -1.786 -0.007 0.951 0.1 -0.4 -1.8
H 0.955 -2.123 0.729 -0.4 -1.8 0.4
H 0.342 -0.950 -0.562 -0.6 0.3 -0.9
H 2.012 -0.615 1.782 -0.3 -0.1 0.1

=====

[2]
16
Properties=species:S:1:pos:R:3:forces:R:3 method="wB97M-V/def2-TZVPD" lumo_ev=-5.0 homo_energy_ev=-13.129 gap_ev=8.11 e_above_lowest_kcal_mol=52.2 e_tot_ha=-250.9222 charge=+1 smiles="C=[NH+]C/C=C/C"
C 0.360 -0.199 -0.085 1.3 0.8 -0.1
C -0.795 -0.713 0.763 -0.1 0.5 -1.9
C 1.726 -0.279 0.033 -3.9 -1.5 1.8
C 2.598 0.203 -1.024 2.3 1.0 2.2
C -2.516 1.002 0.325 -1.2 1.4 -1.7
N -2.235 -0.183 0.642 0.7 -0.1 -1.2
H -3.070 -0.785 0.694 0.9 -0.3 0.6
H 0.141 0.073 -1.090 -1.0 0.5 -0.7
H -0.803 -1.706 0.454 -0.9 -2.1 0.0
H -0.693 -0.621 1.774 1.0 -0.1 2.8
H 2.086 0.611 -1.868 -0.2 0.0 -0.6
H 3.302 -0.638 -1.238 -0.1 1.2 -0.2
H 3.107 1.098 -0.423 -0.2 -1.8 -1.8
H 2.130 -0.840 0.902 0.1 0.9 -0.5
H -1.736 1.668 -0.076 -0.2 -0.1 0.8
H -3.601 1.308 0.216 1.4 -0.3 0.4

=====

[3]
16
Properties=species:S:1:pos:R:3:forces:R:3 method="wB97M-V/def2-TZVPD" lumo_ev=-3.8 homo_energy_ev=-14.332 gap_ev=10.54 e_above_lowest_kcal_mol=66.1 e_tot_ha=-250.9000 charge=+1 smiles=C[C@@]1([NH3+])[C@@H]2C[C@@H]21
C 0.383 0.232 1.921 0.7 0.5 -1.3
C 0.744 -0.741 0.847 0.1 1.3 -2.7
C -0.676 -0.371 1.053 2.7 1.8 -1.1
C -0.226 -0.041 -0.333 2.7 -1.5 2.0
C -0.495 -0.978 -1.475 -0.1 -0.4 -1.0
N 0.137 1.392 -0.806 -1.0 2.9 -0.3
H 0.497 -0.180 2.870 -0.2 -0.8 1.6
H 0.600 1.298 1.975 0.1 0.0 -0.6
H 1.515 -1.574 0.653 -1.9 1.2 0.6
H -1.471 -0.801 1.482 -3.1 -1.8 0.7
H 0.422 -1.122 -2.153 -1.3 0.1 1.1
H -1.341 -0.643 -2.119 0.5 -0.2 0.4
H -0.814 -1.947 -1.015 0.5 0.7 -0.6
H -0.737 2.096 -0.847 2.2 -2.0 0.3
H 0.553 1.483 -1.766 -0.8 -1.0 0.6
H 0.910 1.896 -0.287 -1.3 -0.9 0.3

=====

[4]
16
Properties=species:S:1:pos:R:3:forces:R:3 method="wB97M-V/def2-TZVPD" lumo_ev=-2.9 homo_energy_ev=-15.957 gap_ev=13.09 e_above_lowest_kcal_mol=66.3 e_tot_ha=-250.8996 charge=+1 smiles=C[C@]12C[N@@+]1(C)C2
C 1.349 0.373 -0.733 0.6 -3.2 -2.1
C -0.310 1.261 0.518 0.4 -3.4 0.1
C -0.140 0.457 -0.665 -0.7 0.0 -1.6
C -1.319 -0.133 -1.430 1.7 -0.1 -2.0
C 0.466 -1.052 1.526 2.7 -1.7 -0.4
N 0.646 -0.059 0.460 -1.4 2.2 0.8
H 1.791 -0.512 -1.378 -1.0 1.9 1.4
H 1.979 1.218 -0.666 0.6 0.9 0.2
H 0.167 2.144 0.714 1.3 2.1 0.4
H -1.157 0.994 1.114 -0.6 0.2 0.3
H -2.126 0.599 -1.447 0.2 0.0 -0.2
H -1.630 -0.950 -0.843 -0.7 -1.2 0.5
H -1.069 -0.532 -2.508 -0.4 1.0 2.2
H -0.582 -1.035 1.668 -1.0 -0.6 0.6
H 0.913 -2.119 1.270 -1.2 2.3 0.3
H 1.022 -0.653 2.400 -0.5 -0.4 -0.4

=====

[5]
16
Properties=species:S:1:pos:R:3:forces:R:3 method="wB97M-V/def2-TZVPD" lumo_ev=-5.0 homo_energy_ev=-16.175 gap_ev=11.17 e_above_lowest_kcal_mol=70.2 e_tot_ha=-250.8933 charge=+1 smiles="CC(C)[N+]1=CC1"
C -2.240 -0.515 0.629 4.2 2.1 -3.6
C -2.193 0.372 -0.598 -0.6 -2.1 -1.9
C 0.889 1.256 0.309 2.2 -0.7 -1.0
C 1.310 -1.122 -0.552 0.2 -1.7 -0.1
C 0.496 -0.206 0.370 -1.4 -0.1 -2.2
N -1.071 -0.253 0.121 -2.1 -0.5 0.8
H -2.641 -0.971 1.470 -0.8 -0.9 1.3
H -2.401 -0.064 -1.656 0.2 0.7 2.1
H -2.377 1.414 -0.489 0.1 0.7 0.2
H 1.048 1.674 -0.742 -0.6 -0.8 1.3
H 0.138 1.824 0.839 0.5 0.6 0.5
H 1.977 1.188 0.713 -2.0 0.9 -0.1
H 1.363 -0.760 -1.595 -0.4 -0.1 0.5
H 1.024 -2.264 -0.552 0.3 2.4 0.1
H 2.370 -1.065 -0.208 -0.8 -0.1 0.0
H 0.363 -0.581 1.333 1.0 -0.5 1.9

=====

[6]
16
Properties=species:S:1:pos:R:3:forces:R:3 method="wB97M-V/def2-TZVPD" lumo_ev="-2.9 / -8.5" homo_energy_ev="-9.548 / -15.943" gap_ev="6.60 / 7.45" e_above_lowest_kcal_mol=113.9 e_tot_ha=-250.6779 charge=+1 spin_multiplicity=3
C -0.378 -0.219 0.910 -3.3 0.0 -2.1
C 0.400 -1.109 0.043 2.0 -6.3 3.1
C 0.401 0.310 -0.229 -5.2 9.1 -3.4
C -1.925 -0.191 0.817 0.6 0.5 2.0
C 0.417 1.185 -1.426 0.3 0.1 0.4
N 1.720 -0.545 0.273 7.0 -5.2 -0.4
H -0.007 0.141 1.870 0.6 -0.1 0.1
H 0.127 -2.204 -0.417 0.8 3.3 0.5
H -2.315 -1.042 1.477 0.1 1.6 -0.6
H -2.215 -0.440 -0.199 -0.2 0.4 -0.1
H -2.220 0.922 1.169 0.2 -2.9 -0.9
H -0.298 2.023 -1.346 0.0 -0.5 0.0
H 0.275 0.682 -2.453 0.3 0.5 1.4
H 1.434 1.662 -1.364 -0.5 -0.3 -0.8
H 2.010 -0.413 1.269 -0.2 -0.2 -0.9
H 2.573 -0.763 -0.396 -2.3 0.0 1.7

=====

[7]
17
Properties=species:S:1:pos:R:3:forces:R:3 method="wB97M-V/def2-TZVPD" lumo_ev=0.6 homo_energy_ev=-8.699 gap_ev=9.32 e_above_lowest_kcal_mol=74.5 e_tot_ha=-305.9051 charge=0 smiles="C=NC(=C)CCN"
C 1.281 0.557 -0.839 -1.0 0.0 -0.4
C -0.257 0.864 -0.914 -1.6 -0.3 3.3
C -0.985 -0.071 0.296 2.0 -0.3 -3.4
C -1.647 -1.239 -0.006 0.4 1.9 -0.2
C -0.010 -0.125 2.406 -0.4 -1.7 1.4
N -0.632 0.521 1.510 -1.5 -0.7 1.6
N 1.580 -0.334 -2.019 1.1 -1.3 2.5
H 1.948 1.385 -0.902 0.0 1.4 -0.3
H 1.587 0.202 0.173 -0.5 -0.7 -0.8
H -0.609 0.645 -1.939 0.0 0.1 0.8
H -0.681 1.857 -0.482 1.4 -1.1 -1.3
H -1.797 -1.416 -1.097 0.2 0.1 1.1
H -2.207 -1.887 0.675 0.5 0.4 0.0
H 0.532 -1.044 2.159 -0.1 -0.2 -0.4
H -0.100 -0.117 3.582 0.3 1.6 -2.3
H 2.156 0.201 -2.643 0.2 0.2 -0.4
H 2.239 -1.050 -1.617 -0.9 0.6 -1.0

=====

[8]
17
Properties=species:S:1:pos:R:3:forces:R:3 method="wB97M-V/def2-TZVPD" lumo_ev=1.1 homo_energy_ev=-8.676 gap_ev=9.78 e_above_lowest_kcal_mol=161.4 e_tot_ha=-305.7666 charge=0 smiles=C1C[C@@H]2N[C@H]2CN1
C -0.197 1.337 0.450 -1.8 1.4 -5.8
C -1.225 0.577 -0.691 -2.8 0.3 0.7
C -0.055 -0.226 -1.220 -6.1 -7.6 6.0
C 0.148 -1.153 0.033 1.1 -2.4 -3.4
C 1.234 -0.746 0.950 -0.9 2.9 -2.7
H -1.025 1.872 0.772 -0.9 1.3 2.6
H 0.329 2.129 -0.212 0.1 -1.3 1.0
H -1.996 1.197 -1.409 2.6 -0.7 1.5
H -2.071 0.088 0.016 2.3 0.4 -1.7
H 0.606 0.273 -1.599 7.3 6.3 -3.2
H -0.270 -2.132 -1.848 0.3 -0.9 0.6
H -0.755 -1.483 0.587 0.5 0.1 -1.1
H 2.074 -0.582 0.251 0.5 -0.1 1.0
H 1.385 -1.172 1.895 0.6 -1.4 0.8
H 0.817 1.203 2.133 -0.5 -3.2 -2.6
N 0.514 -1.653 -1.401 -3.2 0.8 1.0
N 0.486 0.471 1.292 1.1 4.3 5.4

=====

[9]
17
Properties=species:S:1:pos:R:3:forces:R:3 method="wB97M-V/def2-TZVPD" lumo_ev=0.7 homo_energy_ev=-8.574 gap_ev=9.23 e_above_lowest_kcal_mol=50.1 e_tot_ha=-305.9440 charge=0 smiles="C=NC(=C)CCN"
C -0.251 1.576 -0.227 1.4 0.2 -1.4
C -0.869 0.184 -0.260 0.2 0.5 -0.3
C -0.121 -0.712 0.726 -3.0 -0.6 0.9
C -0.449 -0.514 2.006 -0.1 -0.6 0.4
C 0.665 -2.234 -0.826 -0.2 0.2 0.0
N 0.595 -1.863 0.383 1.6 1.1 -0.7
N 1.145 1.499 -0.674 0.3 -0.4 0.6
H -0.759 2.310 -0.863 -0.6 -0.2 0.3
H -0.189 1.956 0.791 -0.4 -0.1 0.1
H -0.921 -0.267 -1.253 0.5 0.4 -0.2
H -1.929 0.344 -0.045 0.0 -0.5 0.6
H -1.166 0.236 2.313 0.2 0.3 -0.2
H -0.203 -1.212 2.793 0.5 0.0 -0.1
H 1.551 -2.746 -1.192 -0.3 -0.8 0.3
H -0.102 -1.992 -1.568 0.3 0.3 -0.2
H 1.322 1.098 -1.580 -0.3 0.2 -0.1
H 1.681 2.338 -0.525 0.0 0.1 -0.1

=====

[10]
17
Properties=species:S:1:pos:R:3:forces:R:3 method="wB97M-V/def2-TZVPD" lumo_ev=1.2 homo_energy_ev=-8.896 gap_ev=10.09 e_above_lowest_kcal_mol=74.3 e_tot_ha=-305.9054 charge=0 smiles=C1C[C@@H]2N[C@H]2CN1
C -1.592 0.588 0.111 0.1 0.1 -0.1
C -0.341 1.568 -0.173 -0.5 -0.2 -2.2
C 0.769 0.705 0.368 0.6 0.1 0.9
C 0.881 -0.562 -0.334 -0.5 0.5 -1.4
C -0.056 -1.539 0.200 -1.5 0.0 0.0
H -2.591 0.893 -0.341 1.5 -0.3 0.0
H -1.783 0.742 1.186 0.2 -0.4 0.0
H -0.477 2.520 0.304 -0.2 0.3 0.8
H -0.222 1.911 -1.261 -0.1 -1.1 1.2
H 0.674 0.564 1.452 -0.2 0.2 -0.3
H 2.593 0.330 -0.808 -0.6 0.2 1.2
H 0.555 -0.420 -1.372 0.8 0.1 -0.1
H 0.086 -1.592 1.261 -0.2 -0.5 0.9
H -0.070 -2.497 -0.290 0.2 -0.6 0.1
H -2.163 -1.353 -0.047 -1.2 -1.2 0.5
N 2.109 0.073 0.087 0.6 0.4 -1.5
N -1.333 -0.882 -0.246 1.1 2.6 0.0